Record 1
DFT (ωB97M-V with the def2-TZVPD basis set) results for a 3-piece molecular cluster, C10H14N3S overall in a non-equilibrium geometry.

Each line ends with the Löwdin spin population.
Atoms and positions in Å:
C -2.417 -1.860 0.113  0.0013
C -2.343 2.450 -0.938  0.0965
C -2.326 2.096 0.427  -0.0029
C -1.139 2.373 -1.653  -0.0123
C -1.212 1.503 1.019  0.1018
C 0.031 1.822 -1.026  0.1096
C 0.037 1.351 0.277  0.1287
C 3.115 -1.769 -0.717  0.0268
C 1.615 -1.648 -0.704  0.1348
C 1.068 0.617 0.875  0.9246
N -3.136 -2.036 1.050  0.0000
N 1.719 1.044 1.884  0.3227
N 1.010 -2.739 -0.177  0.0673
S -1.607 -1.523 -1.195  0.0021
H -3.322 2.854 -1.369  0.0042
H -3.225 2.096 0.916  -0.0018
H -1.113 2.695 -2.656  -0.0026
H -1.300 1.388 2.081  0.0037
H 0.908 1.896 -1.513  0.0106
H 3.592 -0.815 -0.868  0.0025
H 3.644 -2.236 0.227  0.0034
H 3.447 -2.455 -1.500  0.0061
H 1.001 -0.805 -1.044  0.0229
H 1.447 1.977 2.282  0.0281
H 2.434 0.551 2.295  0.0173
H 1.449 -3.593 0.255  0.0024
H -0.040 -2.806 -0.306  0.0021
H -3.335 -2.427 1.967  0.0000

Relative energy (zero: lowest compared OMol25 entry of this formula, charge and spin) = 0.0 kcal per mole
Net charge = +1
LUMO level (spin up / spin down) = -4.179 / -4.968 eV
2S+1 = 3
Frontier orbital gap (spin up / spin down) = 0.171 / 0.265 Eh

Record 2
DFT (ωB97M-V with the def2-TZVPD basis set) results for C35H40NO5Pd as an isolated structure in a non-equilibrium geometry.

Each line ends with the Löwdin spin population.
Atoms and positions in Å:
C 0.333 -0.967 -4.902  0.0000
C 0.096 -1.688 -3.569  0.0001
C -0.066 0.511 -4.691  0.0009
C -0.915 0.537 -3.402  0.0019
H -0.679 0.816 -5.545  0.0002
H 0.821 1.154 -4.647  0.0003
C -1.080 -0.929 -2.968  0.0004
H 1.003 -1.574 -2.956  0.0000
H -0.093 -2.759 -3.716  0.0000
C -1.120 -0.940 -1.462  0.0014
H -2.010 -1.356 -3.370  0.0002
H -1.909 0.961 -3.620  0.0004
C -0.354 1.295 -2.153  0.0065
C 1.748 -1.172 -5.411  0.0001
C -0.456 -1.602 -6.051  0.0001
O -1.027 -0.989 -6.937  0.0001
O 2.727 -1.309 -4.690  0.0004
O 1.806 -1.234 -6.753  0.0001
O -0.422 -2.945 -6.021  0.0000
C -1.009 -3.551 -7.178  0.0001
H -0.854 -4.620 -7.054  0.0000
H -0.508 -3.194 -8.084  0.0000
H -2.077 -3.322 -7.242  0.0000
C 3.117 -1.483 -7.252  0.0001
H 3.834 -0.755 -6.860  0.0001
H 3.028 -1.399 -8.333  0.0000
H 3.443 -2.492 -6.974  0.0000
O -0.475 0.232 -0.960  0.0316
H -0.633 -1.809 -0.995  0.0002
H -2.168 -0.884 -1.141  0.0004
C -1.249 2.464 -1.767  0.0025
C 1.111 1.695 -2.208  0.0090
H 1.258 2.491 -2.956  0.0023
H 1.748 0.833 -2.462  0.0003
H 1.423 2.088 -1.227  0.0063
H -0.882 2.964 -0.859  0.0002
H -2.287 2.137 -1.608  0.0006
H -1.249 3.205 -2.583  0.0009
Pd -0.434 -0.242 1.375  0.9012
C -2.372 -0.693 3.371  0.1480
C -2.563 -0.525 1.957  0.0232
C -2.060 -1.747 1.319  0.0525
H -3.146 0.239 1.446  0.0039
C -1.437 -2.529 2.345  0.2202
C -1.717 -1.918 3.592  0.0277
H -1.528 -2.371 4.565  -0.0011
H -2.751 -0.023 4.141  0.0085
H -2.310 -2.082 0.321  0.0027
H -0.922 -3.478 2.184  0.0085
C 2.194 0.270 2.149  0.1970
C 2.086 -0.736 3.137  0.0453
C 1.465 -1.880 2.568  0.1892
H 2.489 -0.679 4.144  0.0010
C 1.242 -1.637 1.166  0.0850
C 1.712 -0.266 0.901  0.0218
H 1.890 0.128 -0.090  0.0017
H 2.640 1.249 2.279  0.0132
H 1.278 -2.811 3.084  0.0096
H 0.970 -2.352 0.399  0.0027
C 0.871 4.869 2.833  0.2133
C 0.239 3.994 1.935  0.2501
C -0.134 2.722 2.346  0.2370
C 0.167 2.258 3.654  0.1076
C 0.818 3.164 4.542  0.3175
C 1.159 4.444 4.135  0.1316
N -0.101 0.975 4.010  0.4127
C -0.312 0.606 5.305  0.0328
C 0.119 -0.664 5.773  0.0510
C -0.138 -1.085 7.068  0.0038
C -0.857 -0.261 7.943  0.0567
C -1.298 0.998 7.519  0.0006
C -1.037 1.425 6.222  0.0649
H 1.141 5.878 2.520  0.0095
H 0.036 4.316 0.911  0.0268
H -0.655 2.022 1.670  0.0130
H 1.051 2.821 5.551  0.0240
H 1.656 5.110 4.841  0.0056
H 0.628 -1.317 5.066  0.0022
H 0.224 -2.064 7.383  -0.0009
H -1.054 -0.597 8.962  0.0038
H -1.839 1.658 8.197  -0.0009
H -1.387 2.397 5.868  0.0075

Net charge = -1
LUMO level (spin up / spin down) = 1.925 / 1.919 eV
2S+1 = 5
Frontier orbital gap (spin up / spin down) = 0.063 / 0.217 Eh

Record 3
DFT (ωB97M-V with the def2-TZVPD basis set) results for C33H44N2O2PPtTe4 as an isolated structure.

Each line ends with the Mulliken charge.
Atoms and positions in Å:
Pt 0.603 0.255 -0.202  2.4823
Te 0.788 -2.356 -0.167  -0.3413
Te 2.224 -3.108 -2.335  -0.3066
Te 3.926 -1.053 -2.424  -0.1196
Te 2.151 0.986 -2.155  -0.0506
C -0.466 4.962 -3.435  -1.1240
C 0.642 4.179 -2.750  -0.3602
C 0.395 4.036 -1.249  -1.3495
C -0.989 3.484 -0.882  1.2938
C -2.100 4.169 -1.713  -1.2701
C -1.810 4.289 -3.202  -0.3045
P -1.157 1.640 -0.629  -1.9933
C -2.127 0.915 -2.020  0.4516
C -2.734 -0.440 -1.594  -0.1650
C -3.231 -1.208 -2.814  -1.1140
C -2.073 -1.617 -3.738  -0.6475
C -0.893 -0.655 -3.596  -0.5245
C -1.356 0.768 -3.354  -0.3965
C -2.440 1.585 0.727  0.7922
C -3.848 2.094 0.367  -1.0619
C -4.870 1.505 1.355  -1.0452
C -4.271 1.324 2.757  -0.7235
C -3.243 2.416 3.010  -1.0479
C -2.052 2.270 2.049  0.3811
H -0.265 5.062 -4.504  0.4574
H -0.500 5.980 -3.025  0.3694
H 1.611 4.659 -2.908  0.3143
H 0.722 3.194 -3.213  -0.0963
H 0.479 5.032 -0.796  0.4592
H 1.165 3.423 -0.775  0.5569
H -1.155 3.803 0.148  0.1443
H -2.213 5.187 -1.315  0.6009
H -3.061 3.684 -1.551  0.3268
H -2.613 4.852 -3.685  0.4299
H -1.802 3.300 -3.665  -0.0895
H -2.950 1.613 -2.195  0.6717
H -3.555 -0.281 -0.895  0.1542
H -1.984 -1.038 -1.062  -0.0456
H -3.935 -0.575 -3.367  0.3080
H -3.801 -2.083 -2.490  0.4262
H -2.430 -1.641 -4.772  0.3096
H -1.734 -2.630 -3.502  0.3451
H -0.242 -0.698 -4.473  0.5626
H -0.265 -0.963 -2.758  -0.2934
H -2.019 1.084 -4.168  0.4815
H -0.489 1.430 -3.388  -0.4379
H -2.499 0.509 0.922  0.3295
H -4.153 1.840 -0.646  0.3839
H -3.852 3.186 0.423  0.3689
H -5.219 0.543 0.970  0.2764
H -5.746 2.158 1.405  0.4434
H -3.787 0.346 2.837  0.2362
H -5.063 1.342 3.508  0.5295
H -2.875 2.392 4.038  0.3724
H -3.724 3.390 2.879  0.4475
H -1.273 1.692 2.527  -0.6901
H -1.625 3.258 1.873  0.3310
O -1.518 -1.251 2.097  -0.6978
C -0.630 -0.567 2.566  -0.5032
N -0.382 -0.416 3.912  0.4078
C 0.675 0.526 4.176  3.4923
C 1.089 0.862 2.716  -0.1952
O 2.004 1.618 2.471  -0.7777
N 0.288 0.185 1.851  -1.0152
C 1.847 -0.076 4.939  -1.0633
C 1.887 -1.426 5.250  -0.3746
C 2.970 -1.958 5.943  -0.9279
C 4.025 -1.142 6.319  -0.4386
C 3.991 0.211 5.997  -0.9131
C 2.911 0.740 5.315  -0.1010
C 0.157 1.761 4.926  -0.1322
C 0.309 3.063 4.474  0.2031
C -0.218 4.123 5.203  -0.9822
C -0.896 3.900 6.390  -0.4408
C -1.034 2.599 6.860  -0.9294
C -0.505 1.547 6.134  -0.6046
H -1.047 -0.764 4.579  0.3015
H 1.079 -2.069 4.929  0.4386
H 2.989 -3.015 6.174  0.4009
H 4.872 -1.556 6.850  0.3785
H 4.817 0.854 6.275  0.3888
H 2.893 1.790 5.054  0.4461
H 0.846 3.244 3.553  0.5761
H -0.097 5.133 4.830  0.4347
H -1.307 4.730 6.949  0.3944
H -1.549 2.407 7.793  0.3988
H -0.597 0.537 6.521  0.3956

Net charge = -1
LUMO level = 2.150 eV
Frontier orbital gap = 0.210 Eh

Record 4
DFT (ωB97M-V with the def2-TZVPD basis set) results for C18H54N10O13VZn as an isolated structure in a non-equilibrium geometry.

Each line ends with the Mulliken charge.
Atoms and positions in Å:
Zn -0.035 -41.509 17.916  0.4847
O 3.759 -41.492 20.711  -0.4649
V 2.471 -42.323 21.007  0.6107
O 2.447 -43.641 20.034  -0.4451
O 1.950 -40.975 22.849  1.2829
C 0.774 -40.270 22.443  3.1747
C 0.423 -40.110 20.911  -0.1458
O 0.663 -41.128 19.933  -0.0714
H 0.512 -39.319 22.907  -2.1411
H -0.041 -40.809 22.926  -0.5781
H 1.046 -39.274 20.594  -0.4392
H -0.593 -39.719 20.867  0.2794
C 2.974 -39.778 26.439  0.4869
O 3.348 -39.753 27.583  -0.7225
N 2.596 -38.722 25.780  -0.1595
N 2.929 -40.839 25.669  -0.1107
H 2.242 -38.949 24.862  0.0684
H 2.573 -37.808 26.211  0.1665
H 2.565 -40.744 24.732  -0.4546
H 3.380 -41.664 26.038  0.2066
C 2.980 -41.467 17.434  0.7317
O 1.843 -41.724 17.225  -0.4609
N 3.957 -42.290 17.143  -0.3762
N 3.370 -40.317 17.826  -0.1205
H 4.930 -42.020 17.170  0.1642
H 3.774 -43.195 16.733  0.2365
H 2.660 -39.694 18.184  -0.0482
H 4.311 -40.071 18.099  0.2680
C 4.794 -43.386 22.967  0.6570
O 4.026 -43.695 22.165  -0.4896
N 4.691 -42.280 23.683  -0.0174
N 5.783 -44.094 23.451  -0.4387
H 3.771 -41.878 23.571  -0.3256
H 5.312 -41.869 24.366  0.2720
H 6.005 -45.055 23.232  0.2217
H 6.569 -43.564 23.802  0.1614
C -0.573 -38.602 17.086  0.6661
O -0.027 -39.577 17.448  -0.3129
N -0.382 -37.480 17.669  -0.3360
N -1.415 -38.583 16.097  -0.4286
H 0.304 -37.513 18.410  0.1687
H -0.896 -36.674 17.344  0.1894
H -1.874 -37.778 15.696  0.1675
H -1.528 -39.431 15.559  0.2049
C 0.589 -35.719 22.780  0.5734
O 0.625 -34.531 23.102  -0.7528
N 0.897 -36.160 21.620  -0.1527
N 0.268 -36.563 23.687  -0.2294
H 0.992 -35.441 20.917  0.1504
H 0.887 -37.122 21.312  0.0580
H 0.351 -37.540 23.444  -0.3024
H -0.038 -36.202 24.579  0.1891
C -0.934 -44.753 22.763  -1.2696
C 0.067 -44.038 21.965  0.4298
O 1.249 -43.825 22.722  -0.4536
H -0.787 -45.757 23.161  0.3546
H -1.800 -44.879 22.113  0.3872
H -1.264 -44.094 23.566  0.1568
H -0.331 -43.045 21.757  -0.2179
H 0.331 -44.570 21.051  0.4129
H 1.186 -43.043 23.276  0.1932
C -3.017 -39.029 22.816  -0.4483
C -4.220 -39.992 22.848  0.1469
C -3.827 -41.401 22.741  -0.8730
O -4.798 -39.794 24.118  -0.6116
H -2.194 -39.343 23.459  -0.2064
H -3.280 -37.993 23.032  0.3695
H -2.587 -39.085 21.816  0.2080
H -4.921 -39.764 22.044  0.3716
H -3.541 -41.680 21.727  0.4252
H -4.589 -41.981 23.261  0.3700
H -2.852 -41.615 23.180  -0.0571
H -4.230 -40.226 24.761  0.2739
C -1.460 -40.597 27.749  -1.6601
C -1.831 -40.925 26.267  1.0449
C -0.867 -41.852 25.591  -0.2876
O -3.105 -41.511 26.219  -0.5929
H -0.435 -40.243 27.862  0.3059
H -1.539 -41.410 28.471  0.3857
H -2.200 -39.882 28.108  0.4274
H -1.815 -40.032 25.643  -0.1061
H -1.306 -42.267 24.684  -0.3438
H -0.560 -42.617 26.304  0.5918
H 0.056 -41.377 25.260  -0.1653
H -3.054 -42.417 26.531  0.3711
C 4.893 -36.549 22.256  -1.8230
C 3.968 -37.741 21.967  1.5075
C 4.083 -38.088 20.483  -0.8362
O 4.304 -38.786 22.800  -0.6276
H 4.579 -36.093 23.195  0.4104
H 4.903 -35.761 21.503  0.4044
H 5.937 -36.854 22.336  0.4223
H 2.952 -37.449 22.231  -0.1671
H 3.196 -38.667 20.224  -0.3170
H 4.941 -38.584 20.030  0.3437
H 4.059 -37.175 19.888  0.4581
H 3.628 -39.422 22.553  -0.0247

Net charge = +1
LUMO level = -6.025 eV
Frontier orbital gap = 0.181 Eh